# 1
A structure of composition C36H39AsBaCl3N6O3PS at a distorted geometry. Source: OMol25; level of theory: ωB97M-V/def2-TZVPD.

```
91
Properties=species:S:1:pos:R:3:lowdin_charge:R:1
Ba 0.81636 -0.27221 0.61449 1.76
N -3.95252 -0.99937 -1.45907 0.05
C -2.85349 -0.65678 -0.73193 -0.94
S -1.83492 -1.96582 -0.26147 0.42
N -2.75426 0.65659 -0.56584 -0.05
N -1.74883 1.09578 0.21462 -0.04
C -1.62751 2.37875 0.32832 -0.22
C -2.46956 3.36492 -0.40837 -0.19
C -3.84851 3.42064 -0.22536 -0.03
C -4.60733 4.35349 -0.91521 -0.08
C -4.00063 5.24229 -1.79429 -0.09
C -2.62807 5.19631 -1.97848 -0.08
C -1.87124 4.26129 -1.28822 -0.07
C -0.64820 2.90255 1.31413 -0.22
C -0.39164 4.26992 1.45073 0.00
C 0.46948 4.70535 2.44198 -0.05
C 1.05332 3.78395 3.29543 -0.07
C 0.74630 2.44683 3.09885 -0.15
N -0.07207 2.02292 2.14512 0.01
H -4.20193 -1.96982 -1.50564 0.07
H -4.66046 -0.29530 -1.58700 0.09
H -4.32120 2.71985 0.44952 0.11
H -5.67949 4.38707 -0.76720 0.10
H -4.59982 5.96397 -2.33488 0.10
H -2.14575 5.87364 -2.67269 0.10
H -0.79826 4.21878 -1.43838 0.10
H -0.87357 4.98316 0.80005 0.10
H 0.66993 5.76376 2.55065 0.11
H 1.71163 4.08659 4.09839 0.10
H 1.16367 1.67104 3.73368 0.10
N -0.72954 -1.23693 -3.64272 0.13
C 0.41123 -0.97550 -4.36188 -0.35
C 0.89071 -1.93410 -5.26815 -0.04
C 1.97370 -1.66860 -6.08107 -0.10
C 2.61200 -0.43470 -6.02346 -0.10
C 2.15468 0.51250 -5.12415 -0.11
C 1.08213 0.26331 -4.26811 -0.33
P 0.45183 1.49133 -3.06024 1.11
C 1.77999 2.74772 -3.04246 -0.38
C 1.50945 4.10842 -3.18344 -0.10
C 2.51469 5.05437 -3.03514 -0.08
C 3.81168 4.65567 -2.75218 -0.09
C 4.09137 3.30404 -2.60212 -0.09
C 3.08371 2.36256 -2.72895 -0.12
C -0.86372 2.22863 -4.09947 -0.37
C -0.59423 2.92261 -5.28027 -0.10
C -1.62973 3.38723 -6.07239 -0.08
C -2.94933 3.13688 -5.70908 -0.09
C -3.22396 2.42348 -4.55512 -0.07
C -2.18536 1.97532 -3.74737 -0.10
H -0.99172 -2.20309 -3.52574 0.09
H -0.89392 -0.71387 -2.79454 0.01
H 0.37946 -2.88794 -5.33157 0.11
H 2.31767 -2.42771 -6.77252 0.10
H 3.45032 -0.21451 -6.67064 0.10
H 2.65495 1.47250 -5.07117 0.10
H 0.50570 4.43510 -3.42556 0.09
H 2.28123 6.10498 -3.15383 0.10
H 4.60024 5.39070 -2.65368 0.10
H 5.10279 2.98233 -2.38788 0.09
H 3.31447 1.31169 -2.59595 0.10
H 0.43234 3.09581 -5.58314 0.11
H -1.41107 3.93249 -6.98204 0.10
H -3.75804 3.49503 -6.33399 0.10
H -4.24742 2.22061 -4.26581 0.11
H -2.41630 1.43553 -2.83592 0.07
Cl 1.33256 -2.15526 5.45627 0.60
C 1.43822 -3.00184 3.91176 -1.51
Cl 2.80839 -4.14470 3.97510 0.59
Cl -0.06393 -3.87183 3.60881 0.63
C 1.72635 -2.03062 2.72261 -0.94
O 1.98150 -0.83533 2.98102 -0.21
O 1.66026 -2.53221 1.58379 -0.23
C 5.71535 1.73941 0.47243 -0.21
As 4.28690 0.85185 1.41178 0.98
C 4.31334 1.53738 3.20119 -0.19
C 4.79465 -1.00977 1.49214 -0.18
O 2.87864 1.14661 0.57813 -0.76
H 6.63147 1.71399 1.06175 0.04
H 5.41660 2.76758 0.27907 0.04
H 5.87238 1.22882 -0.47650 0.04
H 5.31200 1.38183 3.60868 0.05
H 3.57311 0.99780 3.78882 0.03
H 4.08353 2.60079 3.17265 0.04
H 5.81133 -1.11160 1.11627 0.04
H 4.10465 -1.60337 0.89494 0.02
H 4.73783 -1.35679 2.52202 0.04
N 2.36938 -1.44597 -1.62123 0.00
H 2.34458 -1.40785 -2.63448 0.01
H 2.47548 -2.41045 -1.32442 0.03
H 3.19114 -0.93102 -1.31924 -0.01
```

Results
gap between HOMO and LUMO = 7.21 eV
spin multiplicity = 1
energy above the lowest of the compared OMol25 structures with the same formula, charge and spin = 39.8 kJ/mol

---

# 2
A structure of composition C36H39AsN3O4PdS at a distorted geometry. Source: OMol25; level of theory: ωB97M-V/def2-TZVPD.

```
85
Properties=species:S:1:pos:R:3:mulliken_spin:R:1
Pd 1.34167 -0.32673 0.14203 1.41
C 2.62079 0.06819 -4.53332 0.00
O 3.74244 -0.13935 -3.59079 0.00
C 3.21317 -0.10649 -2.35706 0.01
N 1.95579 0.07363 -2.22701 0.04
C 1.45885 0.36413 -3.58534 0.01
C 0.24105 -0.45550 -3.82385 -0.01
C 0.33646 -1.83360 -3.65547 0.00
C -0.81234 -2.60645 -3.78889 0.00
C -2.01302 -1.99247 -4.12871 0.00
C -2.10339 -0.61681 -4.32933 0.00
C -0.92927 0.15427 -4.18990 0.00
C 4.12004 -0.31896 -1.21095 -0.01
C 5.47764 -0.47301 -1.36450 0.00
C 6.23572 -0.69911 -0.18183 0.00
C 5.60701 -0.77994 1.04693 0.00
C 4.23752 -0.50011 1.06877 0.00
N 3.56738 -0.30178 -0.01399 0.08
C 3.42389 -0.55830 2.34562 -0.01
N 2.15960 -0.48721 2.23795 0.11
C 1.57831 -0.75208 3.58773 -0.01
C 2.83491 -0.52987 4.49895 0.00
O 3.94355 -0.68380 3.55172 0.00
C 0.37266 0.12740 3.93022 -0.01
C -0.85214 -0.37723 4.32723 0.00
C -1.97351 0.45376 4.50815 0.00
C -1.85048 1.81602 4.39516 0.00
C -0.63881 2.36432 4.01997 0.00
C 0.43509 1.53427 3.74910 0.00
H 2.56268 -0.81156 -5.17430 0.00
H 2.87659 0.86846 -5.20089 0.00
H 1.26231 1.42868 -3.56841 0.00
H 1.27325 -2.29420 -3.37957 0.00
H -0.82349 -3.67738 -3.62926 0.00
H -2.89611 -2.48729 -4.31923 0.00
H -3.01738 -0.08150 -4.60020 0.00
H -0.89911 1.24619 -4.37376 0.00
H 5.82196 -0.44031 -2.39746 0.00
H 7.27066 -0.84293 -0.28128 0.00
H 6.16219 -0.91637 1.95965 0.00
H 1.28824 -1.82140 3.60498 0.01
H 2.99284 -1.21793 5.33423 0.00
H 2.96163 0.48963 4.83228 0.00
H -0.89887 -1.43888 4.44095 0.00
H -2.88628 -0.02754 4.80762 0.00
H -2.67702 2.46141 4.60859 0.00
H -0.63015 3.44589 3.97412 0.00
H 1.35901 1.92964 3.37429 0.00
C -1.79553 -2.67461 -0.05818 0.01
As -0.28948 -3.64682 0.60557 0.01
C -0.30015 -3.64893 2.51464 0.00
C -0.36676 -5.51493 0.13396 0.01
S 1.52764 -2.83855 -0.12146 0.14
H -2.70434 -2.92006 0.50446 0.00
H -1.97018 -2.86355 -1.10243 0.00
H -1.46570 -1.65574 0.03681 0.00
H -1.02380 -4.42692 2.86063 0.00
H -0.62303 -2.69506 2.89066 0.00
H 0.65340 -3.91684 2.91079 0.00
H -1.21389 -6.00515 0.57191 0.00
H 0.52450 -6.01158 0.55115 0.00
H -0.46490 -5.60972 -0.95850 0.00
C -5.21430 4.60629 -1.35052 0.00
C -3.92778 3.88378 -0.94636 0.00
C -3.78682 2.53378 -1.28070 -0.01
C -2.62346 1.75993 -1.02643 0.01
C -2.78392 0.30299 -1.39233 0.00
C -1.59497 2.35191 -0.32507 0.01
C -1.74924 3.69521 0.17155 0.01
C -0.65012 4.24438 1.04066 0.00
C -2.88490 4.42688 -0.18287 0.00
C -0.42162 1.48617 0.00785 -0.03
O -0.68585 0.29124 0.34772 0.12
O 0.73516 1.90838 -0.04162 0.10
H -5.56254 4.16051 -2.30771 0.00
H -5.14378 5.68542 -1.47186 0.00
H -5.97664 4.44713 -0.62943 0.00
H -4.58960 2.12196 -1.91058 0.00
H -3.53102 0.23144 -2.19503 0.00
H -3.09489 -0.26117 -0.46982 0.00
H -1.89926 -0.23778 -1.71145 0.00
H 0.15437 4.73194 0.49424 0.00
H -0.20569 3.41624 1.54121 0.00
H -1.00497 4.93135 1.80403 0.00
H -2.87945 5.48073 0.05351 0.00
```

Results
charge = +1
gap between HOMO and LUMO (alpha / beta) = 7.40 / 7.29 eV
spin multiplicity = 3
energy above the lowest of the compared OMol25 structures with the same formula, charge and spin = 0.0 kJ/mol